# 1
DFT (ωB97M-V/def2-TZVPD) results for 5 unconnected molecules or ions with the total composition C18H23F12NO8 at a distorted geometry.

Multiplicity: 1
Energy (eV): -69518.1649
Kohn-Sham gap (eV): 11.59
Largest force on an atom (Eh/bohr): 0.0729
SMILES string: CCOC(=O)C(F)(F)F.CCOC(=O)C(F)(F)F.CCOC(=O)C(F)(F)F.CCOC(=O)C(F)(F)F.CC#N

Cartesian coordinates (Å):
C -38.15 8.83 -8.66
C -36.84 8.58 -7.92
O -36.93 7.31 -7.27
C -35.76 6.77 -6.87
O -34.70 7.41 -6.85
C -35.85 5.25 -6.55
F -36.65 4.62 -7.42
F -34.64 4.74 -6.59
F -36.41 5.08 -5.35
H -38.18 9.80 -9.15
H -39.02 8.73 -8.01
H -38.34 8.10 -9.45
H -36.65 9.31 -7.14
H -35.97 8.56 -8.58
C -20.40 -0.36 -2.26
C -21.32 0.79 -2.67
O -21.04 0.92 -4.06
C -21.81 1.82 -4.73
O -22.82 2.30 -4.29
C -21.35 2.01 -6.18
F -21.24 3.31 -6.43
F -20.15 1.36 -6.36
F -22.31 1.58 -7.01
H -20.75 -1.23 -2.84
H -20.51 -0.52 -1.19
H -19.38 -0.18 -2.59
H -21.15 1.71 -2.11
H -22.33 0.41 -2.52
C -33.18 4.31 -12.18
C -32.27 5.59 -12.10
O -30.87 5.41 -12.45
C -30.00 4.71 -11.59
O -30.26 4.09 -10.56
C -28.52 4.81 -11.94
F -28.29 5.69 -12.97
F -27.74 5.13 -10.86
F -28.02 3.66 -12.33
H -34.21 4.57 -11.93
H -32.66 3.51 -11.65
H -33.15 3.97 -13.22
H -32.31 5.96 -11.07
H -32.74 6.41 -12.65
C -24.17 10.56 -2.35
C -23.25 9.48 -2.83
O -22.05 9.43 -2.13
C -21.94 8.74 -0.93
O -22.85 8.22 -0.34
C -20.53 8.84 -0.39
F -19.65 9.55 -1.13
F -20.53 9.31 0.84
F -20.13 7.53 -0.22
H -25.02 10.68 -3.02
H -23.66 11.52 -2.29
H -24.53 10.39 -1.33
H -23.06 9.64 -3.89
H -23.75 8.52 -2.77
C -28.35 4.70 -5.10
C -28.74 4.24 -3.78
N -29.06 3.89 -2.72
H -27.85 3.89 -5.62
H -27.64 5.52 -5.03
H -29.25 5.03 -5.61


# 2
DFT (ωB97M-V/def2-TZVPD) results for 6 unconnected molecules or ions with the total composition C18H23FO18 at a distorted geometry.

Multiplicity: 1
Energy (eV): -58610.7986
Kohn-Sham gap (eV): 11.13
Largest force on an atom (Eh/bohr): 0.0616
SMILES string: O=C1OC[C@@H](F)O1.O=C1OCCO1.O=C1OCCO1.O=C1OCCO1.O=C1OCCO1.O=C1OCCO1

Cartesian coordinates (Å):
C 0.60 -0.16 1.70
C 1.25 -0.23 3.03
O 2.63 -0.34 2.69
C 2.76 -0.69 1.38
O 3.76 -0.85 0.75
O 1.55 -0.71 0.79
F 0.84 -1.31 3.76
H 0.36 0.87 1.41
H -0.32 -0.78 1.67
H 1.12 0.64 3.66
C -2.32 -5.21 -2.61
C -2.17 -4.61 -1.24
O -1.62 -3.33 -1.51
C -0.97 -3.46 -2.73
O -0.37 -2.56 -3.23
O -1.22 -4.62 -3.28
H -3.24 -4.83 -3.03
H -2.19 -6.32 -2.56
H -1.45 -5.19 -0.66
H -3.10 -4.28 -0.80
C 3.04 0.83 -2.16
C 1.64 1.44 -1.58
O 1.97 2.84 -1.50
C 3.19 3.15 -1.97
O 3.66 4.22 -2.03
O 3.81 2.08 -2.39
H 2.91 0.42 -3.17
H 3.63 0.27 -1.41
H 1.25 1.18 -0.60
H 0.82 1.43 -2.24
C 4.89 3.05 2.06
C 4.55 1.95 1.12
O 3.13 1.82 1.15
C 2.59 2.81 1.86
O 1.44 2.98 2.02
O 3.53 3.66 2.25
H 5.57 3.77 1.56
H 5.24 2.64 3.05
H 5.00 1.02 1.37
H 4.86 2.22 0.12
C -3.42 -0.77 -3.48
C -3.42 -0.63 -1.95
O -4.52 -1.46 -1.49
C -5.16 -2.01 -2.51
O -5.99 -2.88 -2.41
O -4.62 -1.53 -3.71
H -2.51 -1.24 -3.81
H -3.52 0.13 -4.01
H -3.44 0.39 -1.57
H -2.55 -1.12 -1.62
C -2.32 2.35 3.60
C -2.39 0.79 3.70
O -2.74 0.48 2.31
C -2.30 1.44 1.49
O -2.14 1.40 0.34
O -2.14 2.55 2.22
H -1.41 2.74 4.05
H -3.28 2.86 3.80
H -3.24 0.44 4.35
H -1.51 0.23 3.99


# 3
DFT (ωB97M-V/def2-TZVPD) results for a molecular structure, C18H23HfN2O6S4Se3Te at a distorted geometry.

Multiplicity: 1
Energy (eV): -282291.1597
Energy relative to the best compared isomer or geometry (same formula, charge and spin) (kcal per mole): 25.1
Kohn-Sham gap (eV): 6.22
Net charge: -1
Largest force on an atom (Eh/bohr): 0.0253

Cartesian coordinates (Å):
Hf 0.77 0.10 0.26
C -2.69 -0.47 2.26
C -1.41 -0.97 2.91
N -0.41 -1.42 1.92
C -0.72 -2.76 1.38
C -1.62 -2.77 0.15
S -1.49 -1.34 -0.97
C -3.14 -0.58 -0.83
C -3.30 0.60 0.14
N -2.39 0.52 1.25
H -3.23 -1.30 1.79
H -3.35 -0.10 3.06
H -0.97 -0.16 3.48
H -1.64 -1.79 3.59
H 0.45 -1.54 2.46
H 0.23 -3.24 1.15
H -1.19 -3.37 2.16
H -1.37 -3.65 -0.45
H -2.68 -2.86 0.42
H -3.38 -0.24 -1.84
H -3.82 -1.40 -0.61
H -3.10 1.52 -0.39
H -4.36 0.62 0.44
H -2.17 1.42 1.64
O 2.05 -3.99 -1.34
S 2.31 -2.96 -0.38
O 2.45 -3.38 0.99
O 1.28 -1.85 -0.53
C 3.83 -2.14 -0.85
C 4.51 -2.70 -1.92
C 5.71 -2.16 -2.35
C 6.25 -1.07 -1.70
C 5.57 -0.50 -0.63
C 4.36 -1.03 -0.20
S 3.53 0.01 0.99
O 4.53 0.54 1.85
O 2.41 -0.72 1.63
O 2.80 0.99 0.12
H 4.08 -3.56 -2.41
H 6.22 -2.60 -3.19
H 7.18 -0.63 -2.02
H 5.97 0.37 -0.13
Se 0.81 0.66 -2.51
Se 2.21 2.22 -3.39
Te -2.09 3.72 -1.86
Se -0.45 2.06 -0.99
S 0.55 1.57 2.42
C 0.22 3.27 2.03
C -0.88 3.90 2.60
C -1.15 5.24 2.35
C -0.31 5.97 1.51
C 0.79 5.35 0.94
C 1.06 4.02 1.20
H -1.53 3.33 3.25
H -2.01 5.71 2.79
H -0.52 7.01 1.30
H 1.44 5.90 0.27
H 1.92 3.54 0.74


# 4
DFT (ωB97M-V/def2-TZVPD) results for a molecular structure, C18H23IrN2O6SSeSi at a distorted geometry.

Multiplicity: 1
Energy (eV): -121204.0681
Energy relative to the best compared isomer or geometry (same formula, charge and spin) (kcal per mole): 21.1
Kohn-Sham gap (eV): 7.12
Largest force on an atom (Eh/bohr): 0.0240

Cartesian coordinates (Å):
Ir -0.38 -0.05 0.50
O -2.00 1.43 3.29
C -3.11 1.21 2.43
C -3.14 -0.25 2.08
C -4.17 -1.04 2.57
C -4.23 -2.39 2.26
C -3.24 -2.91 1.44
C -2.26 -2.07 0.99
N -2.18 -0.75 1.29
H -1.64 2.30 3.12
H -3.01 1.79 1.51
H -4.05 1.49 2.92
H -4.91 -0.59 3.20
H -5.03 -3.01 2.64
H -3.23 -3.95 1.16
H -1.48 -2.45 0.33
C -1.90 1.06 -2.93
Si -0.89 2.43 -2.14
C 0.84 2.43 -2.85
C -1.68 4.10 -2.46
Se -0.96 2.26 0.14
H -1.90 1.17 -4.02
H -2.93 1.09 -2.57
H -1.48 0.08 -2.68
H 0.80 2.71 -3.90
H 1.31 1.45 -2.77
H 1.49 3.14 -2.32
H -1.80 4.27 -3.54
H -1.06 4.91 -2.07
H -2.67 4.17 -2.00
C 1.57 1.09 4.02
O 0.83 1.22 2.80
C 0.32 0.10 2.33
O 0.39 -0.98 2.86
H 1.94 2.08 4.25
H 2.39 0.39 3.88
H 0.92 0.73 4.82
O 3.27 0.00 1.35
S 3.06 0.16 -0.06
O 3.57 1.33 -0.70
N 1.45 -0.07 -0.41
C 1.25 -1.15 -1.20
O 0.07 -1.50 -1.45
C 2.48 -1.90 -1.52
C 2.61 -3.07 -2.24
C 3.89 -3.61 -2.37
C 4.99 -2.98 -1.80
C 4.85 -1.80 -1.07
C 3.58 -1.29 -0.95
H 1.75 -3.54 -2.68
H 4.03 -4.52 -2.93
H 5.97 -3.42 -1.92
H 5.71 -1.32 -0.61


# 5
DFT (ωB97M-V/def2-TZVPD) results for a gas-phase ion, C18H23N2O6S (charge -1) at a distorted geometry.

Multiplicity: 1
Energy (eV): -45136.7579
Kohn-Sham gap (eV): 6.31
Net charge: -1
Largest force on an atom (Eh/bohr): 0.1697
SMILES string: CCCCC(C(=O)OCC)(C(=O)OCC)C(=S)N=C1C=CC(=[N+]([O-])[O-])C=C1

Cartesian coordinates (Å):
C 1.61 1.83 -3.35
C 0.32 1.44 -2.65
C 0.20 -0.11 -2.49
C -1.09 -0.58 -1.95
C -1.21 -0.57 -0.37
C -2.76 -0.70 -0.13
O -3.23 -1.15 0.93
O -3.58 -0.30 -1.18
C -5.01 -0.57 -0.95
C -5.84 -0.33 -2.23
C -0.58 -1.79 0.31
O -0.97 -2.54 1.16
O 0.54 -2.01 -0.40
C 1.26 -3.08 0.26
C 2.28 -3.60 -0.73
H 1.79 2.91 -3.27
H 2.44 1.26 -2.91
H 1.56 1.56 -4.41
H 0.29 1.87 -1.64
H -0.55 1.89 -3.15
H 0.32 -0.50 -3.50
H 1.03 -0.50 -1.88
H -1.91 0.02 -2.37
H -1.26 -1.63 -2.24
H -5.17 -1.60 -0.63
H -5.43 0.13 -0.19
H -6.91 -0.23 -1.96
H -5.54 0.55 -2.81
H -5.79 -1.20 -2.91
H 1.69 -2.71 1.22
H 0.55 -3.88 0.44
H 2.88 -4.40 -0.29
H 1.81 -3.98 -1.64
H 2.96 -2.80 -0.98
O 4.48 2.11 5.83
N 3.80 2.87 5.10
O 3.75 4.09 5.30
C 3.09 2.26 4.02
C 2.20 2.97 3.19
C 1.37 2.32 2.26
C 1.37 0.89 2.06
N 0.66 0.12 1.17
C -0.39 0.32 0.38
S -1.21 1.87 0.17
C 2.30 0.22 2.96
C 3.08 0.85 3.90
H 2.10 4.04 3.37
H 0.73 2.98 1.67
H 2.35 -0.88 2.90
H 3.64 0.27 4.61


# 6
DFT (ωB97M-V/def2-TZVPD) results for a single C18H23N3O2S molecule at a distorted geometry.

Multiplicity: 1
Energy (eV): -38439.1436
Energy relative to the best compared isomer or geometry (same formula, charge and spin) (kcal per mole): 65.3
Kohn-Sham gap (eV): 8.40
Largest force on an atom (Eh/bohr): 0.0236
SMILES string: COc1ccc(NC(=S)NC[C@H](c2ccco2)N2CCCC2)cc1

Cartesian coordinates (Å):
C -1.59 4.99 2.77
H -1.54 5.62 3.65
O -0.26 4.84 2.33
C -0.03 4.08 1.22
C -1.00 3.43 0.48
C -0.65 2.68 -0.63
C 0.69 2.55 -1.01
C 1.66 3.24 -0.28
C 1.31 3.99 0.82
H 2.05 4.52 1.39
H 2.69 3.17 -0.58
N 1.09 1.81 -2.13
C 0.63 0.61 -2.57
N -0.35 0.00 -1.87
H -0.50 0.33 -0.92
C -0.72 -1.37 -2.07
H -0.18 -1.74 -2.95
H -1.79 -1.43 -2.28
C -0.41 -2.21 -0.81
N 0.93 -1.91 -0.33
C 1.26 -2.56 0.93
C 1.77 -3.98 0.58
H 0.95 -4.70 0.65
H 2.56 -4.29 1.26
C 2.26 -3.84 -0.87
H 3.32 -4.09 -0.97
H 1.70 -4.49 -1.54
C 2.01 -2.36 -1.21
H 2.89 -1.76 -0.96
H 1.77 -2.20 -2.26
H 2.07 -1.98 1.39
H 0.41 -2.57 1.61
C -1.42 -1.86 0.24
C -2.42 -2.58 0.80
C -3.08 -1.72 1.71
C -2.43 -0.53 1.64
O -1.42 -0.60 0.75
H -2.57 0.40 2.14
H -3.92 -1.96 2.33
H -2.67 -3.61 0.60
H -0.56 -3.27 -1.06
S 1.28 -0.01 -3.96
H 1.91 2.13 -2.61
H -1.42 2.23 -1.23
H -2.05 3.50 0.74
H -2.04 4.03 3.04
H -2.21 5.48 2.01


# 7
DFT (ωB97M-V/def2-TZVPD) results for a single C18H23N3O3 molecule at a distorted geometry.

Multiplicity: 1
Energy (eV): -29649.2625
Energy relative to the best compared isomer or geometry (same formula, charge and spin) (kcal per mole): 132.9
Kohn-Sham gap (eV): 8.74
Largest force on an atom (Eh/bohr): 0.0291
SMILES string: CCCCCCCCNC(=O)/C(C#N)=C/c1ccccc1[N+](=O)[O-]

Cartesian coordinates (Å):
C -4.29 -3.07 0.71
H -5.06 -3.10 -0.07
C -3.65 -1.69 0.77
C -4.67 -0.61 1.10
C -4.07 0.80 1.09
C -3.89 1.34 -0.33
C -2.99 2.57 -0.38
C -1.50 2.22 -0.28
C -0.96 1.64 -1.59
N 0.33 1.03 -1.41
C 0.48 -0.31 -1.34
O -0.41 -1.12 -1.48
C 1.92 -0.71 -1.06
C 2.58 -0.19 -0.02
C 3.98 -0.50 0.28
C 4.41 -1.81 0.47
C 5.73 -2.08 0.76
C 6.66 -1.05 0.89
C 6.26 0.25 0.69
C 4.93 0.53 0.38
N 4.56 1.89 0.12
O 3.47 2.09 -0.39
O 5.35 2.76 0.40
H 6.96 1.07 0.76
H 7.69 -1.27 1.12
H 6.05 -3.11 0.90
H 3.69 -2.61 0.38
H 2.08 0.49 0.65
C 2.51 -1.60 -1.97
N 3.00 -2.32 -2.72
H 1.13 1.63 -1.25
H -1.62 0.85 -1.95
H -0.89 2.42 -2.35
H -0.93 3.11 -0.02
H -1.36 1.48 0.51
H -3.25 3.25 0.44
H -3.15 3.11 -1.32
H -4.88 1.61 -0.73
H -3.49 0.56 -0.97
H -4.71 1.48 1.65
H -3.10 0.76 1.60
H -5.09 -0.81 2.09
H -5.50 -0.65 0.38
H -2.87 -1.69 1.53
H -3.17 -1.48 -0.19
H -3.54 -3.83 0.48
H -4.76 -3.32 1.66


# 8
DFT (ωB97M-V/def2-TZVPD) results for a molecular structure, C18H23N4OSTi at a distorted geometry.

Multiplicity: 1
Energy (eV): -60988.0606
Energy relative to the best compared isomer or geometry (same formula, charge and spin) (kcal per mole): 121.4
Kohn-Sham gap (eV): 7.50
Net charge: +1
Largest force on an atom (Eh/bohr): 0.0978

Cartesian coordinates (Å):
Ti 0.28 -0.28 0.02
C 0.39 1.35 2.43
C 1.27 2.06 1.39
N 1.82 1.12 0.38
C 3.03 0.38 0.83
C 2.80 -0.70 1.89
S 1.50 -1.96 1.60
C 0.51 -1.79 3.09
C -0.75 -1.04 2.70
N -0.68 0.37 1.89
H 0.97 0.84 3.20
H -0.23 2.07 2.96
H 0.66 2.78 0.84
H 2.05 2.61 1.91
H 2.03 1.61 -0.48
H 3.46 -0.06 -0.06
H 3.76 1.07 1.26
H 3.73 -1.25 1.99
H 2.60 -0.26 2.87
H 0.21 -2.80 3.39
H 1.03 -1.35 3.94
H -1.39 -1.66 2.07
H -1.31 -0.80 3.60
H -2.82 1.44 1.71
C -4.42 4.34 1.81
C -4.28 4.52 0.44
C -3.38 3.75 -0.28
C -2.65 2.77 0.39
C -2.80 2.52 1.78
C -3.68 3.37 2.45
N -1.70 1.92 -0.33
N -1.72 2.19 -1.53
C -0.89 1.46 -2.41
C -1.03 1.88 -3.73
C -0.30 1.26 -4.73
C 0.56 0.24 -4.39
C 0.69 -0.17 -3.07
C -0.03 0.41 -2.02
H -5.08 4.98 2.38
H -4.85 5.27 -0.08
H -3.25 3.89 -1.34
H -1.42 0.56 2.56
H -3.75 3.31 3.53
H -1.72 2.68 -3.94
H -0.41 1.58 -5.76
H 1.14 -0.26 -5.16
H 1.37 -0.98 -2.84
O 1.38 -1.27 -0.76


# 9
DFT (ωB97M-V/def2-TZVPD) results for 3 unconnected molecules or ions with the total composition C18H23N5O3 at a distorted geometry.

Multiplicity: 1
Energy (eV): -32629.6661
Energy relative to the best compared isomer or geometry (same formula, charge and spin) (kcal per mole): 116.5
Kohn-Sham gap (eV): 7.86
Largest force on an atom (Eh/bohr): 0.0342
SMILES string: C=CCc1ccc(N=C=O)c2nccnc12.CN(C)C=O.CN(C)C=O

Cartesian coordinates (Å):
C 3.70 0.66 -4.08
C 2.95 1.71 -4.50
C 2.11 2.55 -3.55
C 1.18 1.64 -2.79
C 1.57 1.07 -1.61
C 0.72 0.19 -0.91
C -0.51 -0.10 -1.42
N -1.39 -1.03 -0.72
C -1.26 -2.16 -1.17
O -1.19 -3.27 -1.52
C -0.95 0.47 -2.64
N -2.19 0.15 -3.10
C -2.50 0.69 -4.25
C -1.63 1.55 -4.95
N -0.45 1.91 -4.53
C -0.10 1.35 -3.34
H 3.54 -0.33 -4.50
H 4.46 0.75 -3.31
H 2.95 1.93 -5.57
H 1.55 3.27 -4.14
H 2.80 3.05 -2.86
H 2.55 1.31 -1.24
H 1.07 -0.25 0.01
H -3.47 0.45 -4.67
H -1.96 1.94 -5.91
C 2.08 -0.24 2.51
O 2.66 0.59 1.84
N 2.67 -1.07 3.38
C 1.91 -2.03 4.16
C 4.11 -1.01 3.55
H 0.99 -0.37 2.47
H 2.05 -1.84 5.23
H 2.25 -3.05 3.94
H 0.85 -1.95 3.92
H 4.40 -0.01 3.88
H 4.61 -1.21 2.60
H 4.43 -1.74 4.28
C -3.53 -0.04 4.35
O -2.46 0.44 4.66
N -3.86 -0.43 3.10
C -5.15 -1.00 2.80
C -2.89 -0.25 2.04
H -4.33 -0.21 5.09
H -5.03 -2.01 2.39
H -5.67 -0.38 2.06
H -5.76 -1.06 3.70
H -1.98 -0.81 2.27
H -2.63 0.80 1.95
H -3.30 -0.61 1.10